Record 1
Here is C6H8O2 in the gas phase at a distorted geometry from the OMol25 dataset. Energies are from the ωB97M-V functional and the def2-TZVPD basis.

Element x y z (Å)
1 C 2.297 -0.022 0.144
2 C 0.994 -0.403 0.338
3 O 0.284 -1.335 -0.103
4 C -0.888 -0.719 -0.522
5 C -1.919 -0.144 0.585
6 C -1.120 0.641 -0.440
7 O -0.136 1.400 0.141
8 C 1.044 0.879 -0.341
9 H 3.069 0.231 0.955
10 H 2.574 -0.583 -1.015
11 H 0.650 -0.270 1.481
12 H -1.620 -1.417 -1.054
13 H -1.525 0.157 1.676
14 H -2.957 -0.372 0.440
15 H -1.751 1.273 -0.955
16 H 1.005 0.684 -1.329

Cartesian forces, eV/Å:
4.1 0.3 -2.8
1.5 1.6 7.5
-3.4 -5.3 -4.3
-4.3 -5.9 1.0
2.8 0.5 2.4
-1.8 3.0 2.0
0.0 4.2 0.9
1.4 -1.5 2.0
-1.2 -0.7 -1.6
0.2 2.1 3.6
1.0 0.6 -2.0
1.9 1.2 -0.1
-1.2 -1.1 -2.7
-0.1 0.0 -0.1
-0.9 0.8 -2.5
-0.1 0.2 -3.4

## Properties
Energy relative to the best compared isomer or geometry (same formula, charge and spin) (eV): 8.798
LUMO (eV): 0.963
Orbital gap (Ha): 0.34620
SMILES: C1[C@@H]2O[C@H]3C[C@H]3O[C@@H]12
HOMO level (eV): -8.458
Energy (hartree): -383.5868
Molecular weight (g mol⁻¹): 112.13

Record 2
Here is C8H12N2O2S in the gas phase at a distorted geometry from the OMol25 dataset. Energies are from the ωB97M-V functional and the def2-TZVPD basis.

Element x y z (Å)
1 C -2.677 -1.597 -0.262
2 C -2.279 -0.152 -0.017
3 C -2.756 1.108 -0.501
4 C -1.655 1.863 -0.044
5 N -0.598 1.291 0.383
6 N -1.088 -0.041 0.551
7 C -0.027 -0.866 0.757
8 C 0.950 -1.015 -0.479
9 S 2.585 -1.558 -0.175
10 C 3.490 0.030 0.000
11 C 2.612 1.236 -0.178
12 O 2.317 1.906 -1.104
13 O 2.200 1.254 1.127
14 H -2.544 -1.914 0.797
15 H -1.995 -2.021 -1.150
16 H -3.865 -1.904 -0.529
17 H -3.896 1.280 -0.621
18 H -1.585 2.964 -0.283
19 H -0.608 -1.874 0.952
20 H 0.521 -0.675 1.735
21 H 0.245 -1.636 -1.301
22 H 1.162 0.080 -0.878
23 H 4.181 0.185 0.867
24 H 4.000 0.230 -0.856
25 H 1.310 1.827 1.210

Cartesian forces, eV/Å:
-2.3 -0.7 -0.9
-2.0 -0.8 -2.5
-0.7 -2.7 2.6
-1.3 5.6 -2.8
-1.2 -1.8 1.7
1.2 5.0 -1.1
1.3 -5.7 1.8
-3.1 1.9 -1.7
1.1 -0.7 0.5
0.4 0.3 -0.6
0.0 -1.8 4.3
-0.2 0.6 -0.5
-4.2 3.9 0.1
0.2 -1.4 -1.1
-1.4 0.5 2.5
3.4 1.5 0.6
2.6 0.1 -0.2
0.0 -1.1 0.6
2.0 1.2 -0.3
-0.6 0.2 -1.4
2.6 1.6 1.8
-1.5 -2.5 0.3
-1.0 -0.6 -0.6
2.7 -0.9 -2.7
2.3 -1.5 -0.3

## Properties
Energy relative to the best compared isomer or geometry (same formula, charge and spin) (eV): 5.025
LUMO (eV): 0.662
Orbital gap (Ha): 0.34640
SMILES: Cc1ccnn1CCSCC(=O)O
HOMO level (eV): -8.764
Energy (hartree): -970.0632
Molecular weight (g mol⁻¹): 200.26

Record 3
Here is a molecular structure, C49H74B2N12OS3Sc from the OMol25 dataset. Energies are from the ωB97M-V functional and the def2-TZVPD basis.

Element x y z (Å)
1 Sc 0.277 0.192 0.340
2 C 4.959 0.199 -2.789
3 C 3.634 0.456 -2.076
4 C 3.466 1.951 -1.813
5 C 3.533 -0.365 -0.816
6 C 4.586 -1.105 -0.271
7 C 4.071 -1.692 0.858
8 N 2.793 -1.324 0.982
9 N 2.431 -0.513 -0.047
10 B 1.864 -1.860 2.092
11 N 1.276 -0.752 2.987
12 C 1.581 -0.530 4.265
13 C 0.644 0.333 4.792
14 C -0.246 0.602 3.743
15 N 0.162 -0.053 2.636
16 C -1.535 1.381 3.880
17 C -1.576 2.691 3.095
18 C -1.857 1.645 5.350
19 N 0.715 -2.637 1.445
20 C 0.415 -3.919 1.657
21 C -0.491 -4.309 0.700
22 C -0.705 -3.178 -0.100
23 N 0.016 -2.146 0.387
24 C -1.452 -3.207 -1.416
25 C -1.631 -4.658 -1.871
26 C -2.811 -2.509 -1.449
27 H 4.982 0.758 -3.726
28 H 5.096 -0.858 -3.023
29 H 5.807 0.532 -2.185
30 H 2.835 0.143 -2.747
31 H 4.284 2.324 -1.190
32 H 2.531 2.169 -1.307
33 H 3.491 2.497 -2.760
34 H 5.585 -1.201 -0.657
35 H 4.520 -2.349 1.585
36 H 2.511 -2.592 2.785
37 H 2.420 -1.029 4.722
38 H 0.581 0.677 5.809
39 H -2.317 0.738 3.473
40 H -0.840 3.404 3.473
41 H -2.560 3.155 3.201
42 H -1.392 2.534 2.036
43 H -1.130 2.323 5.803
44 H -1.877 0.723 5.934
45 H -2.837 2.119 5.433
46 H 0.896 -4.471 2.448
47 H -0.907 -5.292 0.571
48 H -0.799 -2.705 -2.134
49 H -2.292 -5.201 -1.191
50 H -0.682 -5.192 -1.926
51 H -2.099 -4.686 -2.855
52 H -3.477 -2.921 -0.687
53 H -3.273 -2.666 -2.428
54 H -2.721 -1.442 -1.274
55 C -6.984 0.498 1.111
56 C -5.597 0.705 1.729
57 C -5.128 -0.648 2.253
58 C -5.657 1.710 2.878
59 N -4.704 1.278 0.666
60 C -5.156 2.329 -0.127
61 C -4.188 2.626 -1.007
62 N -3.134 1.766 -0.772
63 B -1.853 1.604 -1.584
64 N -1.236 2.934 -2.011
65 C -1.507 3.676 -3.142
66 C -0.698 4.747 -3.124
67 N 0.101 4.657 -1.990
68 C -0.247 3.533 -1.315
69 S 0.420 2.904 0.134
70 C 1.120 5.725 -1.717
71 C 2.065 5.784 -2.920
72 C 1.952 5.465 -0.467
73 C 0.365 7.044 -1.543
74 N -2.029 0.678 -2.790
75 C -3.082 0.593 -3.676
76 C -2.730 -0.276 -4.637
77 N -1.455 -0.749 -4.338
78 C -1.040 -0.151 -3.190
79 S 0.426 -0.375 -2.326
80 C -0.773 -1.674 -5.307
81 C -0.592 -0.904 -6.616
82 C 0.590 -2.163 -4.835
83 C -1.679 -2.890 -5.508
84 C -3.432 0.977 0.290
85 S -2.342 -0.136 0.997
86 H -7.635 0.043 1.857
87 H -6.924 -0.173 0.253
88 H -7.455 1.428 0.796
89 H -5.915 -1.028 2.906
90 H -4.211 -0.578 2.829
91 H -4.974 -1.364 1.447
92 H -6.327 1.340 3.654
93 H -6.026 2.682 2.544
94 H -4.666 1.845 3.313
95 H -6.120 2.778 0.011
96 H -4.151 3.384 -1.771
97 H -1.072 1.067 -0.889
98 H -2.238 3.369 -3.871
99 H -0.611 5.557 -3.824
100 H 2.569 4.826 -3.051
101 H 2.821 6.549 -2.744
102 H 1.549 6.035 -3.847
103 H 2.517 4.537 -0.537
104 H 1.341 5.433 0.433
105 H 2.655 6.294 -0.376
106 H -0.207 7.312 -2.431
107 H 1.080 7.845 -1.353
108 H -0.317 6.984 -0.694
109 H -3.998 1.141 -3.534
110 H -3.275 -0.606 -5.500
111 H 0.041 -0.029 -6.459
112 H -1.543 -0.574 -7.034
113 H -0.109 -1.549 -7.350
114 H 1.297 -1.347 -4.705
115 H 0.972 -2.830 -5.609
116 H 0.529 -2.720 -3.902
117 H -2.651 -2.628 -5.923
118 H -1.832 -3.409 -4.562
119 H -1.199 -3.579 -6.203
120 C 6.623 4.479 5.623
121 C 5.478 3.898 4.844
122 C 5.693 2.977 3.829
123 C 4.648 2.436 3.091
124 C 4.962 1.429 2.022
125 C 3.334 2.847 3.381
126 C 2.189 2.338 2.630
127 O 2.234 1.489 1.755
128 C 3.096 3.782 4.412
129 C 1.707 4.246 4.779
130 C 4.169 4.285 5.125
131 H 7.560 3.977 5.388
132 H 6.445 4.395 6.696
133 H 6.740 5.540 5.395
134 H 6.706 2.663 3.605
135 H 6.039 1.290 1.938
136 H 4.566 1.736 1.053
137 H 4.497 0.467 2.240
138 H 1.220 2.794 2.876
139 H 1.223 4.772 3.953
140 H 1.752 4.929 5.625
141 H 1.068 3.406 5.058
142 H 3.987 4.997 5.922

Cartesian forces, eV/Å:
-0.3 0.1 -0.4
0.0 0.0 0.0
0.0 0.0 0.0
0.1 0.0 0.0
-0.1 0.0 0.0
0.1 0.0 0.0
0.0 0.0 0.0
0.1 -0.1 0.1
0.2 0.0 0.0
0.0 0.0 0.0
-0.1 0.0 0.0
0.0 0.0 0.0
0.0 0.1 0.0
0.0 0.0 0.0
0.1 0.0 0.1
0.0 0.0 0.0
0.0 -0.1 0.0
0.0 0.0 0.0
-0.1 0.0 0.1
0.0 0.0 0.0
-0.1 0.0 0.0
0.0 0.0 0.0
0.1 -0.1 0.0
0.0 0.0 0.0
0.0 0.0 0.0
0.0 0.0 0.0
0.0 0.0 0.0
0.0 0.0 0.0
0.0 0.0 0.0
0.0 0.0 0.0
0.0 0.0 0.0
-0.1 0.0 0.0
0.0 0.0 0.0
0.0 0.0 0.0
0.0 0.0 0.0
0.0 0.0 0.0
0.0 0.0 0.0
0.0 0.0 0.0
0.0 0.0 0.0
0.0 0.0 0.0
0.0 0.0 0.0
0.0 0.0 0.0
0.0 0.0 0.0
0.0 0.0 0.0
0.0 0.0 0.0
0.0 0.0 0.0
0.0 0.0 0.0
0.0 0.0 0.0
0.0 0.0 0.0
0.0 0.0 0.0
0.0 0.0 0.0
0.0 0.0 0.0
0.0 0.0 0.0
0.0 0.0 0.0
0.0 0.0 0.0
0.0 0.0 0.1
0.0 0.0 0.0
0.0 0.0 0.0
-0.1 0.0 0.0
0.0 0.0 0.0
0.0 0.0 -0.1
0.1 0.1 0.1
-0.1 0.0 0.0
0.0 0.0 0.0
0.0 0.0 0.0
0.1 0.0 0.0
0.0 0.1 0.0
-0.1 -0.1 -0.1
0.1 -0.1 0.0
0.1 0.0 0.0
0.0 0.0 0.0
0.0 0.0 0.0
0.0 0.0 0.0
0.0 0.0 0.0
0.0 0.0 0.1
0.0 -0.1 0.0
0.0 0.0 -0.1
-0.1 0.0 0.0
0.1 0.0 0.0
0.0 0.0 0.0
0.0 0.0 0.0
0.0 0.0 0.0
0.0 0.0 0.0
-0.1 0.0 -0.2
0.0 -0.1 0.1
0.0 0.0 0.0
0.0 0.0 0.0
0.0 0.0 0.0
0.0 0.0 0.0
0.0 0.0 0.0
0.0 0.0 0.0
0.0 0.0 0.0
0.0 0.0 0.0
0.0 0.0 0.0
0.0 0.0 0.0
0.0 0.0 0.0
0.0 0.0 0.1
0.0 0.0 0.0
0.0 0.0 0.0
0.0 0.0 0.0
0.0 0.0 0.0
0.0 0.0 0.0
0.0 0.1 0.0
0.0 0.0 0.0
0.0 0.0 0.0
0.0 0.0 0.0
0.0 0.0 0.0
0.0 0.0 0.0
0.0 0.0 0.0
0.0 0.0 0.0
0.0 0.0 0.0
0.0 0.0 0.0
0.0 0.0 0.0
0.0 0.0 0.0
0.0 0.0 0.0
0.0 0.0 0.0
0.0 0.0 0.0
0.0 0.0 0.0
0.0 0.0 0.0
0.0 0.0 0.0
0.0 0.0 0.0
0.0 0.0 0.0
0.0 0.0 -0.1
0.0 0.0 0.0
0.1 0.0 0.1
0.0 0.1 0.0
-0.1 0.0 0.0
-0.1 0.0 0.0
0.0 0.0 0.0
0.0 0.0 0.0
0.0 0.0 0.0
0.0 0.0 0.0
0.0 0.0 0.0
0.0 0.0 0.0
0.0 0.0 0.0
0.0 0.0 0.0
0.0 0.1 0.0
0.0 0.0 0.0
0.0 0.0 0.0
0.0 0.0 0.0
0.0 0.0 0.0
0.0 0.0 0.0

## Properties
Energy relative to the best compared isomer or geometry (same formula, charge and spin) (eV): 0.000
LUMO (eV): -1.739
Net charge: +1
Orbital gap (Ha): 0.29790
HOMO level (eV): -9.845
Energy (hartree): -4649.1276
Molecular weight (g mol⁻¹): 1009.99